{"formula": "C28H41BBrN11O3PTeW", "method": "ωB97M-V/def2-TZVPD", "multiplicity": 2, "orbital_gap_ev": [5.48, 5.41], "largest_force_ev_per_a": 3.28, "charge": 2, "symbols": ["W", "Te", "Br", "P", "O", "O", "O", "N", "N", "N", "N", "N", "N", "N", "N", "N", "N", "N", "C", "C", "C", "C", "C", "C", "C", "C", "C", "C", "C", "C", "C", "C", "C", "C", "C", "C", "C", "C", "C", "C", "C", "C", "C", "C", "C", "C", "B", "H", "H", "H", "H", "H", "H", "H", "H", "H", "H", "H", "H", "H", "H", "H", "H", "H", "H", "H", "H", "H", "H", "H", "H", "H", "H", "H", "H", "H", "H", "H", "H", "H", "H", "H", "H", "H", "H", "H", "H", "H"], "positions_angstrom": [[-0.5825, -0.0247, -0.6185], [3.0222, 1.0272, 2.1584], [-0.8425, -6.8012, -0.1390], [2.7269, -0.4588, 0.3934], [2.5754, -1.9623, 0.8462], [3.9036, -0.5196, -0.6558], [1.4627, -0.2344, -0.5658], [-1.9434, 2.7381, 3.0460], [-1.9634, -0.8057, -2.3657], [-1.1958, 1.7572, -2.0791], [-0.3829, -0.3372, 1.4731], [-2.7891, 1.4255, 0.9631], [-2.5581, 0.3915, 0.0803], [-0.9594, 0.5376, 2.3551], [0.5358, -0.1716, -2.8043], [-0.5245, 2.5797, 1.0171], [-3.1839, 3.2712, 3.2666], [0.2199, 1.8534, 0.1458], [-1.7458, 3.9248, 4.8942], [-0.3450, -1.2480, 3.5132], [-0.6398, -2.1542, -0.4476], [-0.9564, -0.0065, 3.5696], [6.2029, 0.0562, -0.0445], [-2.8003, 0.2240, -3.0778], [0.9340, 1.1762, -3.2043], [-0.7673, -4.9440, -0.2703], [-0.2902, 2.0500, -3.2344], [-1.8047, -4.1731, 0.2445], [1.2275, 2.6392, -0.2470], [1.1105, 3.8944, 0.3290], [-1.7273, -2.7913, 0.1637], [-0.0054, -1.4176, 2.1939], [-4.0943, 1.5381, 1.1812], [0.3831, -2.9547, -0.9536], [-3.0606, 3.9782, 4.3721], [4.9810, 0.4572, -0.8261], [-1.0662, 3.1284, 4.0208], [-4.7658, 0.5622, 0.4464], [-2.6011, 1.6095, -2.5146], [-1.2598, -1.6817, -3.3368], [-0.0056, 3.8097, 1.1364], [0.3280, -4.3398, -0.8696], [3.6327, -2.9680, 0.9282], [-3.7764, -0.1349, -0.1902], [3.7793, -3.4070, 2.3612], [-0.1172, -0.9098, -3.9070], [-1.5867, 1.8741, 1.8825], [-1.3634, 4.4021, 5.7822], [0.5176, -2.2319, 1.7252], [6.0210, 0.0991, 1.0271], [-2.5381, 0.1887, -4.1330], [-3.9178, 4.5066, 4.7639], [0.5814, -1.5823, -4.4024], [4.6130, 1.4412, -0.5368], [6.5144, -0.9555, -0.3155], [-0.4534, 4.5367, 1.7980], [-5.8269, 0.3765, 0.4146], [-0.4514, -0.1959, -4.6600], [-0.0008, 3.0992, -3.2278], [1.1320, -4.9474, -1.2660], [4.5493, -4.1787, 2.4277], [-2.6531, -4.6498, 0.7196], [-0.8605, 1.8869, -4.1480], [-4.4439, 2.2924, 1.8736], [5.1855, 0.4538, -1.8940], [2.0007, 2.2665, -0.8864], [1.7784, 4.7321, 0.2192], [1.4205, 1.1873, -4.1817], [-0.8993, -2.5432, -2.7930], [-1.9508, -2.0316, -4.1040], [3.3201, -3.7876, 0.2824], [-1.3786, 0.5293, 4.4071], [1.6566, 1.5234, -2.4843], [-1.1759, 2.5608, -1.4600], [-2.5807, -1.4388, -1.8726], [-3.9015, -0.9904, -0.8273], [-0.1627, -1.9286, 4.3274], [1.3559, -0.6642, -2.4685], [-3.2386, 1.7821, -1.6580], [-3.8546, -0.0382, -3.0119], [2.8456, -3.8273, 2.7395], [4.0726, -2.5695, 2.9947], [-2.8658, 2.3616, -3.2585], [-0.0315, 2.8117, 4.0068], [4.5521, -2.5476, 0.5302], [7.0199, 0.7391, -0.2865], [-2.5221, -2.2174, 0.6256], [1.2508, -2.5090, -1.4181]], "lowdin_spin": [0.874, 0.003, 0.000, 0.004, 0.003, -0.001, 0.045, 0.000, -0.005, -0.002, -0.003, 0.007, 0.014, 0.001, -0.007, 0.005, 0.000, 0.003, 0.000, 0.001, 0.004, 0.005, 0.000, 0.000, 0.003, 0.000, 0.001, 0.001, 0.003, 0.001, 0.006, 0.004, 0.008, 0.004, 0.000, 0.000, 0.000, 0.004, 0.001, 0.001, 0.001, 0.000, 0.000, 0.008, 0.000, 0.000, 0.001, 0.000, 0.000, 0.000, 0.000, 0.000, 0.000, 0.000, 0.000, 0.000, 0.000, 0.000, 0.000, 0.000, 0.000, 0.000, 0.000, 0.000, 0.000, 0.000, 0.000, 0.000, 0.000, 0.000, 0.000, 0.000, 0.000, 0.000, 0.001, 0.000, 0.000, 0.000, 0.000, 0.000, 0.000, 0.000, 0.000, 0.000, 0.000, 0.000, 0.000, 0.000]}



{"formula": "C3H3O2S", "method": "ωB97M-V/def2-TZVPD", "orbital_gap_ev": 6.74, "largest_force_ev_per_a": 3.23, "charge": -1, "symbols": ["S", "O", "O", "C", "C", "C", "H", "H", "H"], "positions_angstrom": [[0.2194, 2.5256, 0.0377], [2.4253, -1.0335, -0.8621], [1.3924, -1.0234, 1.1474], [1.6537, -0.7093, 0.0077], [0.1439, 0.8764, -0.0985], [-1.1641, 0.0942, -0.0873], [-1.1545, -0.8278, 0.6638], [-1.3069, -0.4999, -0.9952], [-2.2092, 0.5977, 0.1864]], "nbo_charge": [-0.193, -0.670, -0.691, 0.927, -0.258, -0.748, 0.239, 0.222, 0.172]}